[1]
Below is a 14-piece molecular cluster, C47H113N9O19 overall in a non-equilibrium geometry, with properties calculated with ωB97M-V/def2-TZVPD.

Cartesian coordinates (Å):
H  -2.418  4.091  -3.259
N  0.644  0.588  0.308
H  -1.067  1.613  4.091
C  -6.663  -0.495  0.286
N  4.872  1.595  -3.629
C  2.880  3.909  0.484
H  0.681  -0.653  -5.247
H  -4.387  0.389  -4.215
H  1.631  -2.022  -1.018
O  4.110  -3.227  2.563
H  1.993  -6.403  -2.070
C  5.788  3.074  4.894
H  3.221  0.278  0.903
C  0.451  -0.737  0.158
O  3.812  3.374  3.566
H  5.949  0.527  -4.973
H  5.677  3.750  5.741
H  -0.931  -7.662  3.705
H  4.888  2.602  -3.504
N  -1.421  -2.395  -5.705
H  0.695  1.337  2.315
C  -3.502  -0.953  2.353
C  0.854  -1.730  -5.189
H  6.750  3.026  0.275
C  -3.576  3.277  0.518
H  -0.119  -1.969  -1.338
O  -2.016  1.407  -2.479
H  -7.152  -4.824  -0.458
H  4.395  0.976  5.532
H  0.826  -0.654  -1.987
H  -7.857  3.568  1.505
C  -5.284  -4.787  -1.721
H  -2.481  0.730  -5.963
H  -7.201  -1.363  0.658
H  2.282  1.518  3.596
H  5.518  -2.522  0.560
O  -1.270  -5.110  0.869
O  -0.569  -2.977  -3.696
H  -2.583  -5.415  -1.236
C  -0.418  -2.494  -4.805
O  0.033  -1.422  1.089
C  5.730  -5.270  -3.362
H  -5.770  4.721  0.692
H  6.207  -0.095  -3.418
C  -4.705  3.132  1.520
H  2.864  -2.975  0.942
O  3.453  -0.132  -3.487
H  -2.080  -3.817  -1.438
H  -2.452  -1.143  -1.810
O  0.251  5.092  -1.404
H  -1.537  5.285  7.475
N  -5.769  3.937  1.319
C  -1.895  4.823  -2.635
H  2.616  2.481  -2.264
H  -3.067  -2.434  -4.360
C  -3.305  -0.476  -1.930
H  0.677  -5.562  -3.081
H  6.575  -5.662  -2.802
C  -2.487  -4.883  2.914
N  -3.439  0.701  -4.099
H  -3.547  0.066  -1.015
H  4.687  1.287  1.309
O  -5.212  -5.761  -2.458
C  -1.864  2.798  9.115
H  6.987  3.223  -1.439
C  -1.703  -7.135  3.139
H  7.064  4.628  -0.427
H  6.995  1.410  -4.031
H  1.606  -6.913  -3.665
H  6.270  3.640  4.099
C  -6.684  -4.316  -1.300
H  -1.233  -7.032  2.160
H  -7.177  4.692  2.738
C  -6.988  3.823  2.107
H  -6.834  3.022  2.831
H  -2.702  -1.683  2.290
C  -0.611  4.126  6.026
H  2.658  0.000  4.428
C  0.776  -1.368  -1.167
H  4.939  -6.011  -3.169
H  0.178  -5.845  -0.381
O  -0.930  3.475  8.308
H  -6.285  -0.676  -0.723
H  5.029  -1.580  3.402
H  1.527  1.734  -3.342
H  1.382  -2.039  -6.089
H  -0.486  1.593  5.775
H  0.536  6.612  -2.877
C  -1.206  2.045  5.082
C  6.530  3.687  -0.562
H  -0.271  5.100  5.670
H  -0.845  3.552  -1.366
H  0.008  3.778  -2.977
C  -0.584  4.235  -2.179
C  0.096  1.350  1.403
O  4.540  4.023  -1.897
C  1.031  6.013  -2.109
H  -4.171  -1.058  -2.248
H  -1.177  -2.171  -6.652
H  -2.657  3.407  9.560
H  5.231  -3.043  4.327
C  3.631  1.087  -3.528
C  2.569  1.082  4.549
H  5.866  -5.332  -4.450
H  0.799  -5.154  1.155
H  -0.627  -4.003  2.534
C  0.052  -5.060  0.367
H  -2.748  2.607  0.723
H  -1.316  2.300  9.913
C  4.522  -2.504  3.700
H  1.853  5.461  -2.599
H  0.345  3.637  6.241
H  2.722  2.962  -3.945
O  -1.211  3.440  4.930
H  -2.619  -7.723  3.145
H  -3.209  4.305  0.562
H  -2.585  4.010  7.070
H  3.102  -4.334  -1.918
H  -2.755  -4.099  3.634
C  3.569  -2.405  1.558
H  4.257  -1.913  -0.423
O  -4.874  -2.551  1.253
H  0.167  -4.153  -0.237
N  3.885  1.570  4.903
C  -4.690  -1.364  1.516
H  2.654  4.696  1.203
H  -7.175  0.462  0.336
N  4.302  3.750  0.294
H  -3.878  -1.044  3.380
H  -4.352  -3.570  -0.389
C  -2.866  0.618  -2.879
H  -3.377  -2.202  -6.057
H  -2.873  -4.557  -2.763
H  -3.387  2.244  -5.554
H  -3.167  0.073  2.225
H  4.706  3.623  1.215
C  4.642  -1.877  0.605
O  5.364  -3.963  -3.033
H  -3.992  3.044  -0.465
O  -4.620  2.308  2.421
H  -5.187  0.573  1.416
O  5.094  -0.595  1.046
C  -2.772  1.426  -5.180
N  -5.489  -0.354  1.161
H  -2.764  7.448  -4.395
H  2.101  -3.357  -3.013
O  2.641  -5.230  -3.692
C  -2.916  -4.476  -1.678
C  2.548  2.109  -3.290
H  1.475  -1.810  -4.297
C  4.169  -3.337  -3.516
H  -1.837  -3.258  1.538
H  4.360  -2.357  -3.073
H  -6.686  -3.256  -1.034
O  -1.892  -5.859  3.734
C  -1.528  4.208  7.252
H  -3.459  -5.092  2.455
H  -2.901  -3.864  -5.426
H  -0.848  0.901  1.719
H  -2.141  1.661  5.513
H  1.778  1.244  5.283
H  -3.748  6.479  -3.524
O  -1.704  5.967  -3.473
H  -2.375  2.016  8.539
C  2.950  -4.049  -2.964
H  6.369  2.205  5.199
H  2.455  4.120  -0.495
H  3.664  -2.243  4.330
N  -4.248  -4.072  -1.264
H  -7.316  -4.471  -2.172
H  4.259  -3.078  -4.577
H  -0.072  2.356  1.025
H  1.032  1.082  -0.478
C  5.077  3.860  -0.793
H  4.212  0.749  -0.383
H  1.559  6.740  -1.486
H  2.914  -1.590  1.883
H  -2.536  5.077  -1.787
C  1.675  -6.011  -3.044
C  4.275  0.499  0.685
H  -2.696  7.577  -2.588
C  6.066  0.857  -3.927
H  2.443  3.018  0.943
C  -2.785  -2.785  -5.349
H  -1.870  1.924  -4.832
C  4.425  2.672  4.366
C  -1.532  -4.221  1.954
C  -2.732  6.904  -3.446

Summary:
Multiplicity   1
Maximum force   2.6 eV/Å
Net charge   0

Atomic partial charges in e from the Mulliken method, atoms 1 to 8:
1. H 0.118
2. N 1.541
3. H -0.127
4. C -0.806
5. N 0.012
6. C -0.259
7. H 0.300
8. H 0.276

[2]
Below is a 2-piece molecular cluster, C6H14N2O2 overall, with properties calculated with ωB97M-V/def2-TZVPD.

Cartesian coordinates (Å):
C  0.773  2.627  0.544
C  -0.890  -0.454  -2.656
O  0.275  1.994  3.220
H  1.460  -3.467  -1.371
H  0.773  -3.113  0.202
H  -0.742  -0.558  -3.727
C  -1.285  0.329  2.545
H  -1.938  -0.312  -2.401
H  -2.176  0.525  3.150
H  0.579  3.378  -0.212
C  1.382  -2.696  -0.612
H  1.402  1.840  0.122
H  -0.952  1.556  0.407
H  -0.729  -0.428  3.090
N  -0.307  -1.567  -1.932
H  2.324  -2.459  -0.117
H  -1.634  -0.125  1.618
H  -0.551  -2.514  -2.173
N  -0.495  2.145  1.089
H  1.397  3.047  1.324
C  -0.444  1.560  2.351
H  -0.380  0.437  -2.308
C  0.822  -1.415  -1.181
O  1.335  -0.331  -0.971

Summary:
Multiplicity   1
Maximum force   0.9 eV/Å
Net charge   0

Atomic partial charges in e from the natural (NBO) method, atoms 1 to 8:
1. C -0.434
2. C -0.427
3. O -0.599
4. H 0.221
5. H 0.234
6. H 0.199
7. C -0.717
8. H 0.197

[3]
Below is C8H11N3O2S2 as an isolated structure in a non-equilibrium geometry, with properties calculated with ωB97M-V/def2-TZVPD.

Cartesian coordinates (Å):
H  -2.738  1.091  -1.800
H  0.185  -2.497  2.206
H  -0.862  -1.757  3.657
C  -1.049  0.030  -1.007
H  -1.328  0.846  3.617
H  -1.349  1.702  -3.931
N  -0.066  -0.431  2.408
C  0.244  -0.367  -1.169
O  1.649  1.144  1.355
N  2.362  -0.242  -2.225
C  0.457  0.988  -3.151
C  -0.935  1.241  -3.019
S  2.349  -1.533  -1.034
H  -0.313  1.529  2.401
N  0.955  -1.149  -0.228
C  1.017  0.155  -2.266
C  -0.972  0.712  2.604
H  -1.793  0.739  1.889
H  0.882  1.463  -4.030
S  1.294  -0.269  1.499
H  -1.606  -1.781  2.029
O  2.282  -1.190  1.955
H  -1.523  -0.021  -0.053
C  -1.637  0.819  -1.929
H  3.114  0.526  -2.316
C  -0.623  -1.747  2.537

Summary:
Multiplicity   1
Maximum force   3.6 eV/Å
Net charge   0

Atomic partial charges in e from the natural (NBO) method, atoms 1 to 8:
1. H 0.218
2. H 0.254
3. H 0.205
4. C -0.218
5. H 0.212
6. H 0.216
7. N -0.673
8. C 0.059

[4]
Below is an isolated ion of composition C5H11N2 and charge +1 in a non-equilibrium geometry, with properties calculated with ωB97M-V/def2-TZVPD.

Cartesian coordinates (Å):
H  2.282  -1.471  0.368
H  -1.477  1.839  -0.079
H  1.481  1.796  1.462
C  1.228  0.783  1.072
H  2.284  -1.102  -1.583
H  -2.345  -1.451  0.474
H  1.372  -0.188  1.715
C  0.193  0.475  0.013
C  -2.368  -0.446  0.330
H  -0.581  1.857  -1.593
H  -3.136  -0.244  -0.368
N  -0.773  1.414  -0.621
N  1.662  0.471  -0.270
H  -0.860  -0.792  -1.305
C  -1.026  -0.123  -0.464
H  -2.488  0.046  1.220
C  2.472  -0.687  -0.491
H  3.554  -0.274  -0.617

Summary:
Multiplicity   1
Maximum force   4.6 eV/Å
Net charge   +1

Atomic partial charges in e from the natural (NBO) method, atoms 1 to 8:
1. H 0.196
2. H 0.434
3. H 0.251
4. C -0.222
5. H 0.230
6. H 0.245
7. H 0.212
8. C 0.193

Calculated total energy, record by record: -102881.475, -13524.853, -38707.117, -8333.151 eV
Relative energy (zero: lowest compared OMol25 entry of this formula, charge and spin), record by record: 2.0539, 0.7715, 0.0000, 3.9681 eV
HOMO level, record by record: -0.318, -0.343, -0.287, -0.506 hartree